(1)
DFT (wB97M-V/def2-TZVPD) results for C9H19NO2P in the gas phase in a non-equilibrium geometry.

XYZ file:
```
32
C9H19NO2P (wB97M-V/def2-TZVPD)
C 2.269 -1.033 0.234
C 1.300 -0.020 -0.482
C 2.174 0.675 -1.602
C 0.920 1.116 0.525
C -0.490 1.004 1.195
P -1.022 2.775 1.559
O -0.844 3.682 0.342
C -1.575 0.431 0.224
C -1.003 -0.914 -0.356
C -0.819 -2.029 0.712
C -2.127 -1.436 -1.330
N 0.173 -0.644 -1.188
O 0.513 -1.623 -1.937
H 2.107 -1.083 1.327
H 3.301 -0.666 0.072
H 2.234 -2.054 -0.182
H 2.435 -0.058 -2.385
H 1.571 1.503 -2.013
H 3.115 1.062 -1.167
H 1.663 1.063 1.350
H 1.092 2.106 0.058
H -0.472 0.442 2.149
H -2.434 2.685 1.791
H -0.413 3.272 2.744
H -2.554 0.288 0.706
H -1.626 1.124 -0.642
H -0.189 -2.829 0.274
H -1.763 -2.499 1.032
H -0.288 -1.643 1.607
H -3.055 -1.556 -0.735
H -1.867 -2.427 -1.739
H -2.325 -0.714 -2.142
```

The calculation puts the total energy at -24512.93752 eV. The value obtained for the highest occupied orbital energy (alpha / beta) is -8.73 / -9.83 eV. The max |F| is 3.54 eV/Å. As for the expectation value of S²: 0.7539. Its multiplicity is 2. The calculation puts the LUMO energy (alpha / beta) at 0.024 / 0.000 Ha.

(2)
DFT (wB97M-V/def2-TZVPD) results for C9H19NOS in the gas phase in a non-equilibrium geometry.

XYZ file:
```
31
C9H19NOS (wB97M-V/def2-TZVPD)
C 0.794 0.220 1.645
C 1.885 1.192 2.031
C 2.059 -0.267 2.303
C -0.715 0.955 -2.541
C -1.392 2.872 -1.060
C -0.645 -2.237 1.098
C 1.386 -2.701 -0.344
C -1.449 1.352 -1.262
C 0.144 -1.852 -0.134
N -0.876 0.672 -0.117
O -2.781 0.901 -1.397
S 0.643 -0.047 -0.084
H 2.530 1.653 1.292
H 1.665 1.845 2.867
H 1.962 -0.614 3.325
H 2.828 -0.795 1.753
H 0.314 1.303 -2.504
H -0.727 -0.126 -2.651
H -1.221 1.399 -3.392
H -2.068 3.175 -0.264
H -1.678 3.386 -1.974
H -0.380 3.166 -0.791
H -1.041 -3.244 0.982
H -0.013 -2.204 1.981
H -1.472 -1.547 1.238
H 1.987 -2.723 0.561
H 1.990 -2.304 -1.157
H 1.101 -3.720 -0.594
H -3.266 1.115 -0.593
H -0.496 -1.897 -1.019
H -1.067 1.071 0.802
```

The calculation puts the total energy at -24010.53524 eV. The value obtained for the highest occupied orbital energy is -6.97 eV. The energy above the lowest of the compared OMol25 structures with the same formula, charge and spin is 334.3 kJ/mol. The max |F| is 1.53 eV/Å. The calculation puts the LUMO energy at 0.027 Ha.

(3)
DFT (wB97M-V/def2-TZVPD) results for C9H19NOSi in the gas phase in a non-equilibrium geometry.

XYZ file:
```
31
C9H19NOSi (wB97M-V/def2-TZVPD)
C -0.027 3.612 -1.651
C -0.784 2.381 -1.316
C -0.779 1.810 0.097
C -1.691 0.605 0.436
C -1.511 -0.613 -0.568
C -2.129 -1.812 -0.108
N -2.513 -2.837 0.280
O -0.131 -0.786 -0.787
Si 0.913 -1.435 0.418
C 0.058 -2.497 1.712
C 2.029 -0.174 1.231
C 2.086 -2.595 -0.441
H 0.932 3.519 -1.142
H -0.668 4.521 -1.470
H 0.145 3.610 -2.781
H -0.525 1.547 -2.014
H -1.887 2.563 -1.567
H 0.241 1.590 0.408
H -1.042 2.617 0.815
H -1.426 0.189 1.421
H -2.770 0.865 0.538
H -1.791 -0.350 -1.576
H 0.731 -2.768 2.463
H -0.326 -3.338 1.193
H -0.737 -1.861 2.067
H 1.498 0.191 2.047
H 3.001 -0.632 1.529
H 2.273 0.571 0.497
H 1.460 -3.162 -1.090
H 2.487 -3.267 0.339
H 2.882 -2.065 -0.981
```

The calculation puts the total energy at -21056.92332 eV. The value obtained for the highest occupied orbital energy is -10.04 eV. The energy above the lowest of the compared OMol25 structures with the same formula, charge and spin is 84.6 kJ/mol. The max |F| is 4.14 eV/Å. The calculation puts the LUMO energy at 0.029 Ha.

(4)
DFT (wB97M-V/def2-TZVPD) results for a molecular structure, C9H20BBaF4N6O10 in a non-equilibrium geometry.

XYZ file:
```
51
C9H20BBaF4N6O10 (wB97M-V/def2-TZVPD)
Ba -0.024 -0.836 1.069
B -3.483 -1.674 1.274
F -2.914 -0.401 1.146
F -2.378 -2.550 1.491
F -4.295 -1.894 2.424
F -4.239 -1.864 0.121
C 0.901 1.695 -2.088
C 0.251 2.417 -1.084
C 0.317 3.927 -1.067
O -0.203 4.599 -0.144
C 1.020 4.598 -2.093
C 1.758 3.886 -3.074
C 1.772 2.298 -3.019
O 2.574 1.700 -3.751
O 2.383 4.345 -4.035
O -0.337 1.735 -0.197
H 0.825 0.616 -2.071
H 0.931 5.665 -2.237
C -2.083 0.619 3.998
O -1.258 0.261 3.164
N -3.140 -0.146 4.363
N -1.992 1.853 4.582
H -3.921 0.284 4.823
H -3.325 -1.012 3.877
H -1.283 2.488 4.265
H -2.773 2.206 5.102
C 2.922 -0.394 -1.201
O 2.210 -0.930 -0.343
N 3.575 0.774 -0.962
N 3.064 -0.904 -2.443
H 4.168 1.157 -1.674
H 3.511 1.116 -0.025
H 2.646 -1.791 -2.655
H 3.520 -0.471 -3.227
C -1.026 -1.579 -2.573
O -0.743 -1.203 -1.447
N -0.295 -1.167 -3.673
N -2.031 -2.468 -2.862
H 0.244 -0.338 -3.451
H -0.710 -1.357 -4.565
H -2.527 -2.942 -2.131
H -2.192 -2.627 -3.837
O 0.277 -3.524 0.477
H 1.063 -4.031 0.699
H -0.036 -3.895 -0.354
O 2.130 -0.416 2.690
H 2.461 0.447 2.413
H 2.188 -0.404 3.651
O 0.047 -2.328 3.325
H -0.492 -3.036 3.694
H 0.941 -2.507 3.635
```

The calculation puts the total energy at -51327.45921 eV. The value obtained for the highest occupied orbital energy is -2.73 eV. The energy above the lowest of the compared OMol25 structures with the same formula, charge and spin is 0.0 kJ/mol. The max |F| is 2.45 eV/Å. The calculation puts the LUMO energy at 0.041 Ha. As for the total charge: -1.